17
Properties=species:S:1:pos:R:3 method="wB97M-V/def2-TZVPD" lumo_ev="-0.503 / -0.503" e_tot_ev=-16149.5880 spin_multiplicity=2 total_charge=0 homo_energy_ha="-0.2754 / -0.3504" orbital_gap_ev="6.99 / 9.03" relative_energy_kj_mol=0.0
O 1.2974 1.2497 1.1450
C -0.2833 -0.4346 -0.4609
C 0.8516 -1.1989 0.1224
O 2.0988 -0.5095 -0.0425
C 2.2445 0.7589 0.5337
O 3.3229 1.2792 0.1363
Tl 4.4402 -0.1831 -1.2179
C -1.5917 -0.3090 0.2406
C -2.4122 0.8967 -0.2058
H -0.2031 -0.1347 -1.5110
H 1.0080 -2.1618 -0.3879
H 0.6913 -1.3802 1.1941
H -2.1879 -1.2313 0.0914
H -1.4094 -0.2652 1.3287
H -3.4085 0.8903 0.2575
H -2.5461 0.8983 -1.2975
H -1.9124 1.8356 0.0738